#w
Computed, not measured: 2 unconnected molecules or ions with the total composition C18H24N2O3, with ωB97M-V with the def2-TZVPD basis set.

```
47
Properties=species:S:1:pos:R:3
C 1.56930 2.90891 5.64913
C 0.42312 3.20391 4.72753
H 0.41442 4.16562 4.48707
H -0.45441 3.02180 5.36568
O 0.61451 2.63330 3.55293
C -0.05625 1.41392 3.67074
O -0.54268 0.94563 4.68495
C 0.03984 0.60608 2.40516
C -0.47179 -0.64363 2.15671
N -0.93421 -1.48601 2.97264
H -1.73048 -2.33004 2.88809
H -0.98540 -1.18316 4.09442
C -0.27646 -0.65535 0.58757
C -0.81231 -1.80574 -0.26984
C -0.37759 -1.45489 -1.59735
C -0.03287 -0.06166 -1.90458
N 0.37296 0.89481 -1.14503
C 0.04829 0.55780 0.22038
O 0.34524 1.15734 1.17247
C 0.23156 0.16875 -3.35217
H 1.07076 -0.66858 -3.73445
H -0.76169 0.14369 -3.80495
C 0.93531 1.42261 -3.65154
C 2.23453 1.65199 -2.98632
H 3.19022 0.52407 -3.24699
H 2.30074 1.55098 -2.03469
H 2.97350 2.66606 -3.44316
C 0.11249 2.51448 -3.27294
H -0.90636 2.70750 -3.73298
H -0.03619 2.74306 -2.28281
H 0.61380 3.49223 -3.58321
H 1.29536 1.50080 -4.75613
C -0.85042 -2.44864 -2.71816
C -1.65405 -3.43294 -2.26087
C -1.16705 -4.05489 -0.93122
C -1.40172 -3.23808 0.19849
H -2.18082 -3.02127 0.44063
H -0.98517 -3.30601 1.03130
H -0.18310 -4.44633 -1.04066
H -1.89073 -5.03211 -0.49540
H -2.85638 -3.05488 -2.18536
H -2.02285 -4.21760 -2.87293
H 0.12369 -2.75067 -3.00151
H -1.24824 -1.74909 -3.55659
H 1.65618 1.80868 6.11083
H 1.69683 3.49013 6.43601
H 2.55657 3.14740 5.00909
```

Computed properties:
Net charge: 0
LUMO level (eV): 0.36
HOMO-LUMO gap (eV): 8.4

---

#x
Computed, not measured: a single C18H24N2O3 molecule, with ωB97M-V with the def2-TZVPD basis set.

```
47
Properties=species:S:1:pos:R:3
C 2.38848 2.29184 4.51257
O 1.44276 1.49968 3.82581
C 1.39069 1.82667 2.60492
O 1.83630 2.89681 2.21875
N 0.69878 0.90029 1.80148
C 0.31335 1.27080 0.44329
C 1.20228 2.06114 -0.48544
C 1.27661 1.46948 -1.92817
C -0.22301 1.38823 -2.35873
C -1.08674 0.67342 -1.34388
C -1.89124 1.49172 -0.34619
C -2.93066 2.49662 -0.95777
O -0.93832 1.94147 0.53369
C -0.12794 0.04589 -0.34230
N 0.94897 -0.77612 -1.05674
C 1.43832 -2.07582 -0.42274
C 0.07986 -2.85722 -0.36777
C -0.39707 -3.33379 0.93166
C -1.51720 -4.09157 1.02070
C -2.25174 -4.47776 -0.17985
C -1.88556 -3.86995 -1.43223
C -0.70240 -3.11520 -1.53301
C 1.80686 0.03977 -1.92923
H 2.70073 1.91023 5.51188
H 1.98225 3.34831 4.70446
H 3.39379 2.34672 4.03243
H 0.06498 0.32696 2.35326
H 0.93533 3.11364 -0.56317
H 2.21837 1.89603 -0.03802
H 1.87183 2.09988 -2.64697
H -0.17940 0.76875 -3.37549
H -0.60112 2.40116 -2.71835
H -1.53854 -0.05882 -1.88918
H -2.47546 0.83292 0.41826
H -2.50446 3.38722 -1.51515
H -3.51888 1.93626 -1.64116
H -3.62564 2.59868 -0.10314
H -0.69961 -0.55334 0.30129
H 1.83343 -1.91658 0.62728
H 2.24441 -2.54053 -0.99123
H 0.16400 -3.09599 1.77630
H -1.79252 -4.45178 1.89033
H -3.20913 -5.02860 -0.02434
H -2.43005 -4.02620 -2.36267
H -0.40177 -2.76499 -2.52152
H 1.91080 -0.41252 -2.87559
H 2.78531 0.18618 -1.55833
```

Computed properties:
Net charge: 0
SMILES: COC(=O)N[C@]12C[C@@H]3C[C@H]([C@H](C)O1)[C@H]2N(Cc1ccccc1)C3
LUMO level (eV): 0.68
HOMO-LUMO gap (eV): 8.5

---

Stability, lowest: #w

---

#w
Computed, not measured: a single C5H12N2O molecule, with ωB97M-V with the def2-TZVPD basis set.

```
20
Properties=species:S:1:pos:R:3
C -1.55812 1.96944 1.66350
N -2.19528 1.07252 0.71286
C -1.45438 0.72248 -0.59437
C -0.50347 -0.58370 -0.44358
N 0.91326 -0.33829 -0.21947
C 1.75139 -1.50084 -0.63738
C 3.17044 -1.18253 -0.96362
O 3.65165 -0.09394 -0.77417
H -1.84692 3.07235 1.32871
H -2.09983 1.79588 2.63374
H -0.47479 1.76716 1.83587
H -2.41826 0.09450 1.14251
H -0.91662 1.48741 -1.19624
H -2.12321 0.11384 -1.37080
H -0.78039 -1.14226 -1.32462
H -1.02437 -1.14427 0.32177
H 1.19727 0.13435 0.69515
H 1.29485 -2.01841 -1.47922
H 1.73110 -2.26923 0.22121
H 3.68569 -1.95646 -1.55184
```

Computed properties:
Net charge: 0
SMILES: CNCCNCC=O
LUMO level (eV): 0.88
HOMO-LUMO gap (eV): 9.3

---

#x
Computed, not measured: a single C5H12N2O molecule, with ωB97M-V with the def2-TZVPD basis set.

```
20
Properties=species:S:1:pos:R:3
C -1.04725 -0.01222 1.72499
C -1.30418 0.35213 0.29042
C -2.74496 0.58726 0.08136
C -0.73786 -0.78860 -0.59279
N 0.67050 -1.04603 -0.40726
C 1.51041 0.09462 -0.45650
N 2.81026 -0.19628 -0.03824
O 1.13085 1.12589 -0.90254
H -1.55777 -0.91612 2.08987
H -1.18500 0.80294 2.34339
H 0.01250 -0.24440 1.85925
H -0.79650 1.35456 -0.08230
H -3.48293 -0.18199 0.46198
H -2.84421 0.61347 -1.03602
H -3.07939 1.52022 0.42324
H -1.22962 -1.76224 -0.37796
H -0.94443 -0.52864 -1.64587
H 0.92778 -1.69258 0.32872
H 3.20521 -1.21737 -0.05152
H 3.50526 0.54206 -0.25880
```

Computed properties:
Net charge: 0
SMILES: CC(C)CNC(N)=O
LUMO level (eV): 0.83
HOMO-LUMO gap (eV): 10.2

---

#y
Computed, not measured: 2 unconnected molecules or ions with the total composition C5H12N2O, with ωB97M-V with the def2-TZVPD basis set.

```
20
Properties=species:S:1:pos:R:3
C 2.89247 -0.74814 1.07824
C 1.56527 -1.10334 0.76752
N 1.04112 -0.28918 -0.35343
C -1.00696 0.58450 0.88803
C -0.42076 -0.15138 -0.28887
C -0.97469 0.25959 -1.63838
N -2.41282 0.49832 -1.66691
O 0.75875 -1.89747 1.23982
H 1.56294 0.65904 1.78067
H 3.44203 -0.96373 1.96767
H 3.49899 -0.38248 0.24415
H 1.52611 0.59637 -0.31611
H -2.05166 0.29032 1.08996
H -1.04431 1.68623 0.77764
H -0.41343 0.39521 1.81931
H -0.77418 -1.18273 -0.15863
H -0.59486 1.21465 -2.06795
H -0.71145 -0.54002 -2.31683
H -3.03800 -0.27335 -1.50061
H -2.84456 1.34760 -1.34530
```

Computed properties:
Net charge: 0
LUMO level (eV): -1.62
HOMO-LUMO gap (eV): 7.1

---

#z
Computed, not measured: a molecular structure, C5H12N2O, with ωB97M-V with the def2-TZVPD basis set.

```
20
Properties=species:S:1:pos:R:3
C 2.15897 0.61530 -0.33757
N 1.18680 -0.41955 -0.01347
O 1.42746 -0.92354 1.28953
H 0.97014 -0.30789 1.88683
H 1.01871 -1.29315 -0.89784
H 3.16962 0.26607 -0.12378
H 1.92940 1.50804 0.24874
H 2.05576 0.87681 -1.38873
C -0.70044 -0.17308 -1.61518
C -0.49168 0.16711 -0.18586
C -1.26768 -0.68299 0.77007
C -1.96375 -0.19218 1.78574
N -0.54277 1.52127 -0.13406
H -1.43906 1.92975 -0.38278
H -1.21986 -1.75108 0.59189
H -1.73526 -0.32589 -1.90760
H -0.15819 0.44822 -2.31563
H 0.10804 -1.29866 -1.71378
H -2.05291 0.87434 1.94378
H -2.45328 -0.83892 2.49970
```

Computed properties:
Net charge: 0
LUMO level (eV): 0.58
HOMO-LUMO gap (eV): 7.3

---

Stability, lowest: #z

---

#w
Computed, not measured: a single C3H3NO2 molecule, with ωB97M-V with the def2-TZVPD basis set.

```
9
Properties=species:S:1:pos:R:3
C 0.28050 0.74048 -1.19298
O -0.46301 0.41376 -0.01453
C -0.29571 -0.78934 0.52388
O 0.01763 -1.81110 -0.01978
C -0.46582 -0.64055 1.98130
N -0.46943 -0.44314 3.11955
H 0.47455 1.80745 -1.08977
H 1.21663 0.17812 -1.21029
H -0.29536 0.54433 -2.09737
```

Computed properties:
Net charge: 0
SMILES: COC(=O)C#N
LUMO level (eV): 0.06
HOMO-LUMO gap (eV): 11.9

---

#x
Computed, not measured: a molecular structure, C3H3NO2, with ωB97M-V with the def2-TZVPD basis set.

```
9
Properties=species:S:1:pos:R:3
O 0.33348 0.64568 1.43174
C -0.44697 -0.26472 0.98377
O -1.10413 -0.01043 -0.22158
C 0.01449 0.50398 -0.98880
C 1.00166 -0.13240 -0.03074
N 1.08832 -1.29451 0.27118
H -0.94675 -1.01333 1.60303
H 0.13152 -0.02065 -1.93845
H -0.07162 1.58638 -1.11013
```

Computed properties:
Net charge: 0
LUMO level (eV): 0.21
HOMO-LUMO gap (eV): 9.8

---

#y
Computed, not measured: 2 unconnected molecules or ions with the total composition C3H3NO2, with ωB97M-V with the def2-TZVPD basis set.

```
9
Properties=species:S:1:pos:R:3
C -0.16166 1.06836 -0.26884
C -1.83448 -0.65927 -0.05811
C 1.82620 -0.18612 0.32278
N 1.02325 0.90429 -0.01599
O -2.97741 -0.37466 -0.33005
O 2.03826 -1.06016 -0.48584
H -0.79939 1.71120 -0.81008
H -1.38008 -1.51744 0.37598
H 2.26531 0.11380 1.27015
```

Computed properties:
Net charge: 0
LUMO level (alpha / beta) (eV): -0.06 / -0.06
HOMO-LUMO gap (alpha / beta) (eV): 7.9 / 7.9

---

Stability, lowest: #x

---

#w
Computed, not measured: a single C3H3NO2 molecule, with ωB97M-V with the def2-TZVPD basis set.

```
9
Properties=species:S:1:pos:R:3
O 1.95198 -0.38211 1.56704
C 1.31125 0.06224 0.71689
N 0.75650 0.84450 -0.14306
C -0.63760 0.59645 0.23808
C -0.96739 -0.76028 0.21130
O -0.09662 -1.64607 0.05120
H 1.06223 0.79473 -1.11695
H -1.24324 1.45605 0.48313
H -2.02724 -1.02662 0.36490
```

Computed properties:
Net charge: 0
LUMO level (eV): 0.40
HOMO-LUMO gap (eV): 8.8

---

#x
Computed, not measured: a single C3H3NO2 molecule, with ωB97M-V with the def2-TZVPD basis set.

```
9
Properties=species:S:1:pos:R:3
O -1.77640 -0.75532 -0.77140
C -0.73771 -0.37247 -0.00620
C 0.53038 0.03542 -0.50453
C 1.15041 0.46710 0.61414
O 0.37270 0.27849 1.68458
N -0.84240 -0.25529 1.28910
H -1.64027 -0.27508 -1.59805
H 0.89133 -0.04343 -1.51951
H 2.10021 0.94969 0.78854
```

Computed properties:
Net charge: 0
SMILES: Oc1ccon1
LUMO level (eV): 0.64
HOMO-LUMO gap (eV): 10.7

---

Stability, lowest: #w